# 1
The following is a DFT calculation (wB97M-V/def2-TZVPD) of C36H45BBrCl66NO5Si2 as an isolated structure at a distorted geometry.

Structure (ORCA input):
```
! RIJCOSX wB97M-V def2-TZVPD def2/J DEFGRID3
* xyz 0 1
C -3.076 -3.178 -0.574
C -3.758 -1.846 -0.327
C -3.448 -1.125 1.133
O -2.760 -1.831 2.065
O -3.946 0.240 1.367
C -2.817 1.210 1.445
C -2.319 1.524 -0.114
C -1.183 2.720 -0.170
C 0.303 2.058 0.027
C 1.459 2.666 -0.971
C 2.834 3.116 -0.147
Si 4.037 1.570 -0.003
Br 2.858 -0.306 0.723
O 5.358 1.930 1.154
Si 4.576 1.943 2.761
B 4.930 0.349 3.802
O 3.896 -0.733 3.907
O 6.237 0.153 4.480
C 4.730 1.320 -1.828
C 4.694 -0.221 -2.340
C 5.226 -0.466 -3.908
C 5.683 0.971 -4.608
C 5.678 2.431 -3.888
N 5.190 2.574 -2.484
H -2.005 -3.213 -1.045
H -3.604 -4.169 -0.232
H -4.457 -1.406 -1.157
H -1.974 0.705 2.100
H -3.155 2.217 1.981
H -1.946 0.530 -0.609
H -3.276 1.871 -0.692
H -1.273 3.295 -1.193
H -1.409 3.451 0.724
H 0.250 0.891 -0.206
H 0.654 2.171 1.145
H 1.724 1.932 -1.863
H 1.035 3.660 -1.440
H 3.384 3.907 -0.849
H 2.584 3.594 0.892
H 3.102 1.986 2.579
H 4.893 3.172 3.525
H 3.319 -0.593 4.717
H 6.392 1.035 4.957
H 4.311 -1.141 -1.692
H 5.264 -1.510 -4.433
H 6.050 0.931 -5.738
H 6.035 3.374 -4.484
C 1.112 -3.964 -2.518
Cl -0.071 -3.491 -3.749
Cl 2.610 -3.035 -2.705
Cl 0.442 -3.743 -0.893
H 1.345 -5.024 -2.653
C 3.864 6.688 2.977
Cl 4.866 5.451 2.199
Cl 2.243 6.715 2.263
Cl 3.770 6.404 4.723
H 4.329 7.663 2.811
C -0.438 7.196 -0.428
Cl 0.564 5.960 -1.206
Cl -2.059 7.223 -1.142
Cl -0.532 6.912 1.318
H 0.028 8.171 -0.594
C -1.168 -1.393 4.949
Cl -1.911 -0.035 5.812
Cl 0.597 -1.238 4.947
Cl -1.657 -2.933 5.676
H -1.516 -1.375 3.913
C -1.900 -3.927 -7.274
Cl -2.069 -5.598 -6.708
Cl -2.639 -3.734 -8.873
Cl -2.626 -2.802 -6.114
H -0.835 -3.697 -7.356
C 1.619 2.000 6.973
Cl 1.759 3.692 6.466
Cl 2.964 1.044 6.327
Cl 1.564 1.882 8.740
H 0.686 1.596 6.572
C -2.082 5.223 6.142
Cl -2.497 3.504 6.026
Cl -1.774 5.676 7.827
Cl -0.675 5.593 5.132
H -2.931 5.807 5.778
C -4.559 4.307 -3.032
Cl -5.302 5.665 -2.169
Cl -2.794 4.462 -3.033
Cl -5.048 2.767 -2.305
H -4.908 4.325 -4.067
C -4.987 -7.433 -1.041
Cl -4.369 -5.774 -0.953
Cl -5.521 -7.983 0.556
Cl -6.312 -7.542 -2.212
H -4.176 -8.085 -1.376
C -3.244 -11.199 -2.264
Cl -1.743 -10.425 -2.798
Cl -3.051 -11.879 -0.639
Cl -4.587 -10.043 -2.299
H -3.475 -12.016 -2.953
C -6.553 0.155 -5.202
Cl -6.413 1.847 -5.709
Cl -5.208 -0.801 -5.847
Cl -6.608 0.038 -3.435
H -7.486 -0.248 -5.603
C -6.260 1.430 6.735
Cl -5.657 1.406 5.069
Cl -5.073 2.180 7.816
Cl -7.809 2.286 6.824
H -6.418 0.398 7.060
C 7.277 -3.647 -2.052
Cl 8.127 -4.362 -3.433
Cl 6.462 -2.149 -2.531
Cl 6.115 -4.799 -1.374
H 8.014 -3.407 -1.281
C -0.338 0.183 -6.220
Cl -1.083 1.737 -6.631
Cl 0.584 -0.448 -7.595
Cl 0.702 0.349 -4.796
H -1.134 -0.528 -5.984
C -6.261 -4.406 -4.473
Cl -5.658 -4.431 -6.139
Cl -5.074 -3.656 -3.393
Cl -7.810 -3.551 -4.385
H -6.418 -5.438 -4.149
C 5.790 -8.864 0.202
Cl 7.292 -8.091 -0.332
Cl 5.984 -9.544 1.827
Cl 4.448 -7.708 0.167
H 5.559 -9.681 -0.487
C -5.476 5.855 9.894
Cl -6.220 7.410 9.483
Cl -4.553 5.225 8.519
Cl -4.435 6.021 11.318
H -6.271 5.144 10.129
C 5.442 6.457 -3.885
Cl 5.274 4.786 -3.320
Cl 4.704 6.650 -5.484
Cl 4.717 7.583 -2.725
H 6.508 6.687 -3.968
C 9.024 9.109 -4.404
Cl 7.603 8.417 -3.604
Cl 10.280 9.497 -3.216
Cl 9.652 7.995 -5.631
H 8.723 10.035 -4.902
C 2.934 2.650 -7.709
Cl 2.190 4.205 -8.120
Cl 3.857 2.020 -9.084
Cl 3.975 2.816 -6.284
H 2.138 1.939 -7.473
C -4.801 -1.500 10.021
Cl -4.391 -0.685 11.540
Cl -6.536 -1.361 9.689
Cl -3.855 -0.831 8.680
H -4.554 -2.560 10.122
C -3.265 -14.136 2.430
Cl -4.789 -14.923 2.877
Cl -2.437 -13.522 3.871
Cl -2.221 -15.261 1.545
H -3.493 -13.291 1.777
*
```

Calculated values
LUMO (eV): -2.081
Gap between HOMO and LUMO (eV): 6.01
HOMO (eV): -8.088

***

# 2
The following is a DFT calculation (wB97M-V/def2-TZVPD) of C36H45BBrClO14STa as an isolated structure at a distorted geometry.

Structure (ORCA input):
```
! RIJCOSX wB97M-V def2-TZVPD def2/J DEFGRID3
* xyz -1 1
C -6.138 -0.162 0.509
O -7.025 -0.161 -0.607
C -6.810 1.000 -1.407
C -5.392 0.989 -2.068
C -4.980 -0.425 -2.562
C -3.528 -0.446 -3.169
C -2.467 -1.010 -2.140
C -1.481 0.132 -1.738
C -0.726 -0.139 -0.383
Ta -0.614 1.730 0.992
Cl -3.173 1.709 0.938
C -0.459 3.176 -0.782
C 0.655 4.294 -0.722
C 1.853 4.035 0.226
Br -0.106 6.117 -0.410
O -0.591 3.321 2.416
B -1.875 3.905 2.520
O -2.677 3.562 3.645
O -2.441 4.812 1.593
S -0.801 0.074 3.004
C 0.725 -0.980 2.969
O -0.760 0.878 4.274
O -2.041 -0.757 2.874
H -6.158 0.803 1.058
H -6.479 -0.952 1.203
H -5.093 -0.399 0.222
H -7.013 1.943 -0.856
H -7.542 0.949 -2.238
H -4.660 1.294 -1.288
H -5.335 1.698 -2.913
H -5.070 -1.200 -1.778
H -5.672 -0.740 -3.375
H -3.250 0.582 -3.478
H -3.554 -1.078 -4.081
H -1.959 -1.838 -2.682
H -2.973 -1.466 -1.270
H -0.698 0.184 -2.528
H -2.026 1.094 -1.763
H 0.269 -0.572 -0.607
H -1.338 -0.892 0.168
H 1.191 1.432 1.088
H -1.436 3.712 -0.832
H -0.364 2.671 -1.770
H 1.085 4.362 -1.740
H 2.641 4.775 -0.048
H 2.315 3.048 0.035
H 1.639 4.198 1.293
H -3.589 3.562 3.362
H -3.295 4.511 1.292
H 1.406 -0.588 3.746
H 1.198 -0.904 1.973
H 0.473 -2.048 3.127
C 5.880 -2.585 1.838
C 4.835 -1.906 1.370
C 4.592 -0.502 1.769
O 3.638 0.112 1.343
C 5.554 0.121 2.706
C 6.599 -0.559 3.175
C 6.842 -1.963 2.775
O 7.798 -2.584 3.201
H 6.072 -3.612 1.558
H 4.122 -2.344 0.685
H 5.358 1.148 2.986
H 7.313 -0.121 3.861
C -10.780 2.058 -3.550
C -11.931 2.351 -4.154
C -11.966 2.784 -5.569
O -13.013 3.053 -6.120
C -10.675 2.878 -6.288
C -9.524 2.585 -5.684
C -9.490 2.152 -4.269
O -8.443 1.883 -3.718
H -10.734 1.739 -2.516
H -12.884 2.287 -3.645
H -10.721 3.196 -7.321
H -8.571 2.649 -6.192
C 2.639 -5.546 0.135
C 1.651 -6.307 -0.334
C 1.711 -6.888 -1.694
O 0.812 -7.580 -2.124
C 2.909 -6.593 -2.512
C 3.896 -5.833 -2.043
C 3.836 -5.253 -0.683
O 4.738 -4.560 -0.254
H 2.613 -5.112 1.127
H 0.768 -6.533 0.249
H 2.935 -7.027 -3.504
H 4.779 -5.605 -2.626
C 12.078 -1.834 3.794
C 11.033 -1.155 3.324
C 10.790 0.250 3.723
O 9.837 0.870 3.298
C 11.752 0.871 4.661
C 12.797 0.192 5.129
C 13.040 -1.213 4.731
O 13.994 -1.831 5.157
H 12.272 -2.862 3.515
H 10.318 -1.593 2.639
H 11.558 1.899 4.940
H 13.511 0.629 5.816
*
```

Calculated values
LUMO (eV): -0.433
Gap between HOMO and LUMO (eV): 4.83
HOMO (eV): -5.267

***

# 3
The following is a DFT calculation (wB97M-V/def2-TZVPD) of C36H45Br51NOSi as an isolated structure at a distorted geometry.

Structure (ORCA input):
```
! RIJCOSX wB97M-V def2-TZVPD def2/J DEFGRID3
* xyz 1 1
C -4.841 0.650 2.109
Si -3.041 0.075 1.647
C -2.222 -0.377 3.346
C -2.193 1.599 0.868
O -3.244 -1.279 0.586
C -2.053 -1.615 -0.171
C -1.327 -2.928 0.432
C -0.077 -2.633 1.381
C 0.528 -3.889 2.128
C 1.746 -3.649 3.050
C 2.336 -2.208 3.157
N 1.764 -1.099 2.450
C 2.461 0.240 2.619
C 3.423 0.502 1.332
C 3.820 -0.829 0.531
C 4.700 -0.515 -0.788
C 3.904 -0.115 -2.086
C 4.585 0.182 -3.452
C 6.135 0.064 -3.513
C 6.920 -0.315 -2.234
C 6.243 -0.615 -0.855
C 0.590 -1.246 1.582
H -4.762 1.291 3.050
H -5.219 1.298 1.239
H -5.506 -0.283 2.240
H -1.582 0.519 3.656
H -1.645 -1.361 3.328
H -3.077 -0.504 4.118
H -2.744 2.586 1.019
H -1.136 1.667 1.336
H -1.999 1.373 -0.252
H -2.423 -1.931 -1.223
H -1.321 -0.755 -0.344
H -2.083 -3.666 0.902
H -0.894 -3.496 -0.494
H 0.049 -4.926 1.966
H 2.203 -4.547 3.601
H 3.255 -2.085 3.836
H 3.074 0.244 3.600
H 1.695 1.098 2.747
H 2.973 1.332 0.680
H 4.419 0.940 1.758
H 2.915 -1.433 0.143
H 4.368 -1.538 1.261
H 2.754 -0.065 -2.026
H 3.945 0.453 -4.394
H 6.676 0.252 -4.501
H 8.065 -0.429 -2.273
H 6.813 -0.920 0.080
H 0.217 -0.299 1.075
C 0.144 5.105 1.896
Br -1.575 5.780 1.306
Br 0.077 4.453 3.725
Br 0.859 3.776 0.676
H 0.837 5.945 1.886
C -0.119 1.277 6.901
Br 0.579 -0.043 5.662
Br -0.594 0.484 8.605
Br 1.092 2.777 7.119
H -1.037 1.669 6.464
C 5.069 3.166 4.297
Br 3.325 3.814 3.754
Br 5.082 2.548 6.137
Br 5.744 1.816 3.077
H 5.750 4.014 4.243
C 4.584 2.993 10.152
Br 5.068 3.624 11.921
Br 5.857 1.689 9.482
Br 2.762 2.326 10.104
H 4.628 3.852 9.484
C 0.140 -5.374 -3.030
Br 0.571 -4.694 -1.262
Br 1.499 -6.593 -3.684
Br -1.628 -6.168 -3.087
H 0.128 -4.519 -3.704
C -0.466 -10.529 -2.070
Br -0.264 -8.881 -1.065
Br -2.330 -10.935 -2.416
Br 0.582 -10.511 -3.702
H -0.074 -11.333 -1.449
C -6.001 -1.294 -1.055
Br -6.522 -0.495 -2.744
Br -7.388 -1.105 0.288
Br -5.458 -3.145 -1.273
H -5.130 -0.746 -0.695
C -9.301 -4.701 -0.739
Br -9.852 -3.932 -2.432
Br -10.669 -4.502 0.622
Br -8.741 -6.547 -0.936
H -8.431 -4.138 -0.402
C -11.173 -5.662 -6.277
Br -11.257 -3.781 -6.741
Br -9.369 -6.190 -5.802
Br -12.449 -6.122 -4.890
H -11.451 -6.226 -7.165
C 3.571 3.665 -4.980
Br 1.750 3.022 -4.784
Br 4.043 4.934 -3.594
Br 4.844 2.205 -5.078
H 3.620 4.197 -5.930
C 7.822 6.529 -2.751
Br 7.254 7.260 -4.456
Br 6.455 6.727 -1.388
Br 8.411 4.688 -2.916
H 8.683 7.111 -2.426
C -8.182 -0.812 -6.592
Br -7.425 -2.047 -7.882
Br -8.698 -1.709 -4.952
Br -7.001 0.690 -6.250
H -9.092 -0.407 -7.034
C -3.455 -1.275 11.758
Br -4.203 -1.532 9.987
Br -1.563 -0.852 11.686
Br -4.450 0.041 12.777
H -3.550 -2.224 12.284
C 6.714 3.325 -8.762
Br 4.894 2.678 -8.581
Br 7.168 4.594 -7.367
Br 7.990 1.867 -8.855
H 6.769 3.858 -9.710
C 2.089 8.522 -3.317
Br 3.518 8.472 -4.629
Br 0.889 7.006 -3.494
Br 2.776 8.690 -1.511
H 1.502 9.417 -3.520
C 4.790 11.374 1.579
Br 3.013 11.972 1.081
Br 4.843 10.711 3.402
Br 5.493 10.077 0.320
H 5.443 12.245 1.538
C -5.799 -8.497 -5.524
Br -7.604 -9.175 -5.318
Br -5.357 -7.198 -4.152
Br -4.491 -9.926 -5.607
H -5.764 -7.976 -6.479
*
```

Calculated values
LUMO (eV): -4.038
Gap between HOMO and LUMO (eV): 6.11
HOMO (eV): -10.151

***

Which value of HOMO does entry 1 give?
-8.088 eV